(1)
Density functional theory data (ωB97M-V/def2-TZVPD) for a structure of composition C14H13FeN2O3 in a non-equilibrium geometry.

Largest force on an atom (Eh/bohr): 0.1141
Molar mass (g mol⁻¹): 313.11
Energy above the lowest of the compared OMol25 structures with the same formula, charge and spin (kJ/mol): 133.5
Energy (Ha): -2139.75934
LUMO level (alpha / beta) (eV): -3.698 / -8.215
Gap between HOMO and LUMO (alpha / beta) (eV): 4.5 / 3.3

```
! wB97M-V def2-TZVPD RIJCOSX def2/J DEFGRID3
* xyz 1 5
C 2.71574 2.82535 -1.68747
C 2.39068 1.49931 -2.24039
N 1.82368 0.45862 -1.64797
C 1.76383 -0.55751 -2.58943
C 2.30039 -0.11045 -3.77434
N 2.69204 1.19056 -3.54041
H 2.42142 2.84822 -0.62695
H 3.80008 3.00348 -1.79696
H 2.17633 3.59818 -2.26251
H 1.35700 -1.52966 -2.36771
H 2.42107 -0.60706 -4.72217
H 3.13394 1.84169 -4.18621
O -4.29747 -1.47456 3.22451
C -3.36091 -1.02728 2.68041
Fe -1.98641 -0.35031 1.88799
C -3.08034 0.88072 1.33978
O -3.80050 1.72594 1.00685
C -1.63282 0.60333 3.33980
O -1.16101 1.16544 4.24245
C -0.26805 0.24769 0.37780
C 0.60899 -0.25186 1.33015
C 0.42046 -1.36306 2.11885
C -0.70590 -2.18397 2.14844
C -1.65442 -2.41741 1.13598
C -1.83866 -1.67477 -0.02325
C -1.35666 -0.38057 -0.24305
H -0.01440 1.23218 -0.03067
H 1.51852 0.33285 1.49522
H 1.19547 -1.57402 2.86229
H -0.78901 -2.85197 3.01731
H -2.33316 -3.27115 1.29998
H -2.62818 -2.02016 -0.71151
H -1.83175 0.19220 -1.05684
*
```

(2)
Density functional theory data (ωB97M-V/def2-TZVPD) for a structure of composition C14H13N7PtS3 in a non-equilibrium geometry.

Largest force on an atom (Eh/bohr): 0.0402
Molar mass (g mol⁻¹): 570.59
Energy (Ha): -2238.44054
LUMO level (alpha / beta) (eV): -0.489 / -0.490
Gap between HOMO and LUMO (alpha / beta) (eV): 6.1 / 6.1

```
! wB97M-V def2-TZVPD RIJCOSX def2/J DEFGRID3
* xyz 0 1
Pt -0.32884 0.37536 -0.74481
S -1.98767 -0.11936 -2.29305
C -3.33401 -0.35003 -1.21579
C -4.44297 -1.06260 -1.68215
C -5.53585 -1.28548 -0.87598
C -5.55187 -0.80355 0.43043
C -4.47880 -0.08929 0.90828
C -3.36786 0.15726 0.09919
S -2.10904 1.15127 0.76307
H -4.41179 -1.44541 -2.69162
H -6.38027 -1.84145 -1.25500
H -6.40285 -0.98644 1.06994
H -4.47075 0.29394 1.91921
N 0.61271 0.73903 2.42128
C 1.47259 1.40204 1.63639
N 1.43985 1.36699 0.34089
C 2.50936 2.00815 -0.22804
C 2.76183 2.10956 -1.59080
C 3.91146 2.75326 -2.00613
C 4.79275 3.31315 -1.08398
C 4.54310 3.24839 0.27600
C 3.40679 2.58037 0.69282
S 2.84443 2.27994 2.32250
H -0.27372 0.49724 1.96952
H 0.57671 0.96437 3.40254
H 2.05208 1.68334 -2.29022
H 4.13139 2.83504 -3.06185
H 5.68372 3.81605 -1.42947
H 5.20190 3.70831 0.99724
N -0.03398 -4.76339 0.50934
N 0.52347 -3.54194 0.34487
N 1.55408 -3.14017 1.04284
C 1.70965 -1.89570 0.62012
N 0.79852 -1.58348 -0.30666
N 0.05249 -2.64244 -0.46995
H 0.64721 -5.46206 0.77957
H -0.60066 -5.02214 -0.28890
H 2.48483 -1.24813 0.96839
*
```

(3)
Density functional theory data (ωB97M-V/def2-TZVPD) for a structure of composition C14H14Al2Br3CaCl4CsF5LiNO9P2 in a non-equilibrium geometry.

Largest force on an atom (Eh/bohr): 0.1773
Molar mass (g mol⁻¹): 1112.61
Energy (Ha): -13207.84002
LUMO level (eV): -7.194
Gap between HOMO and LUMO (eV): 1.3

```
! wB97M-V def2-TZVPD RIJCOSX def2/J DEFGRID3
* xyz 1 1
N 4.39195 0.53343 1.91473
C 4.44989 -0.03572 0.49379
C 2.89597 -0.14236 -0.02320
C 2.26959 1.16406 -0.81657
C 0.69506 1.10218 -1.30727
C -0.29529 -0.22022 -1.04721
C 0.34413 -1.51812 -0.27658
P -0.64644 -3.09919 0.13091
O -1.39751 -3.75716 -1.09489
O -1.64499 -2.77169 1.52004
O 0.55272 -4.30017 0.65629
C 1.93294 -1.44720 0.21265
C -1.85419 -0.12561 -1.54540
O -2.60761 -1.12411 -2.01249
C -2.57194 1.37787 -1.52004
C -1.66690 2.55105 -1.79754
C -0.02702 2.39850 -2.07008
O 0.68851 3.26733 -2.81136
H 5.37630 0.62094 2.28694
H 3.85349 -0.10106 2.54805
H 4.99596 -1.08609 0.48625
H 5.07661 0.72211 -0.14641
H 2.88421 2.15280 -1.05508
H -1.16157 -3.04016 2.37822
H 0.13967 -4.74561 1.45422
H 2.40799 -2.37674 0.78914
H -3.74049 1.47438 -1.33629
H -2.12168 3.65211 -1.82192
F 4.37007 2.61565 3.27413
Ca 0.44002 -3.04461 -2.52008
Br -5.96047 -1.98388 3.48477
C -6.27626 -3.04069 1.87640
C -5.38550 -2.59025 0.74233
Br -6.04141 -0.93605 -0.05622
H -7.34311 -2.96333 1.64778
H -6.04457 -4.07056 2.16313
H -5.39607 -3.32181 -0.07062
H -4.35135 -2.40903 1.04817
O 4.95447 2.99015 -5.17229
P 3.92701 2.52808 -4.12591
O 3.80347 3.59303 -3.02388
O 4.38993 1.19944 -3.50568
O 2.56047 2.32900 -4.80177
Li -5.32162 0.34862 -1.79251
Cs 3.39411 -2.85625 2.23522
Al -7.37482 -1.17912 -2.93083
F -7.03781 -3.13149 9.04986
Al -6.90390 -2.93876 7.26432
F -6.13239 -1.35567 6.88749
F -8.54714 -2.99583 6.52936
F -5.89822 -4.27213 6.59025
C 6.62758 6.04904 -2.91821
Cl 7.57532 7.10356 -1.83915
Cl 6.69988 4.37132 -2.32274
Cl 4.93243 6.59697 -2.94563
Cl 7.30278 6.12424 -4.56541
Br 9.81774 6.11480 -4.39119
*
```

(4)
Density functional theory data (ωB97M-V/def2-TZVPD) for a structure of composition C14H14BCaNO2 in a non-equilibrium geometry.

Largest force on an atom (Eh/bohr): 0.0455
Molar mass (g mol⁻¹): 279.16
Energy (Ha): -1449.41965
LUMO level (alpha / beta) (eV): 5.019 / 5.019
Gap between HOMO and LUMO (alpha / beta) (eV): 3.5 / 3.5

```
! wB97M-V def2-TZVPD RIJCOSX def2/J DEFGRID3
* xyz -2 1
C 0.82210 1.95717 -3.24793
C 2.01968 1.22430 -3.01067
C 2.37781 1.38754 -1.65002
C 1.38430 2.21213 -1.03633
C 0.43842 2.57277 -2.02474
Ca 0.21357 -0.07521 -1.58447
C 1.19905 -2.38752 -2.31232
C 0.25797 -1.96177 -3.16181
C -0.30980 -1.86630 -4.35380
N -1.73689 -0.45730 -2.29424
H 3.28417 1.01201 -1.17134
H 2.58235 0.66949 -3.76522
H 1.37306 2.51797 0.01307
H -0.43821 3.20402 -1.87656
H 0.29187 2.01966 -4.19888
H 2.26251 -2.12291 -2.45356
H -2.75763 -0.29895 -2.30081
H 0.99298 -3.05738 -1.46166
H -0.04497 -2.52238 -5.19265
H -1.09432 -1.14554 -4.58440
O 0.11249 0.88402 2.11785
B -0.19120 -0.06478 1.10974
O -0.87806 -1.13947 1.73034
C -0.98390 -0.84228 3.05374
C -1.67236 -1.51071 4.02536
C -1.78703 -0.88509 5.28232
C -1.18321 0.35329 5.51995
C -0.45103 1.00304 4.51681
C -0.38017 0.39470 3.29294
H -2.12226 -2.46966 3.79253
H -2.34455 -1.39023 6.06524
H -1.26973 0.82052 6.49719
H 0.03299 1.96486 4.66431
*
```

(5)
Density functional theory data (ωB97M-V/def2-TZVPD) for a structure of composition C14H14BF4N7O4S5Y in a non-equilibrium geometry.

Largest force on an atom (Eh/bohr): 0.0279
Molar mass (g mol⁻¹): 680.36
Energy above the lowest of the compared OMol25 structures with the same formula, charge and spin (kJ/mol): 216.8
Energy (Ha): -3680.19004
LUMO level (eV): 2.350
Gap between HOMO and LUMO (eV): 6.5

```
! wB97M-V def2-TZVPD RIJCOSX def2/J DEFGRID3
* xyz -1 1
Y -0.34310 0.50791 -1.70783
O -2.24252 1.82876 1.82317
C -1.50406 1.56423 0.89260
O -1.77196 0.85930 -0.15556
C -0.06213 2.06477 0.95195
C 0.25486 3.19420 1.68143
C 1.57085 3.61742 1.68142
C 2.52502 2.86834 1.00513
C 2.11840 1.74027 0.31901
N 0.84290 1.35488 0.26668
H -0.53373 3.70809 2.21121
H 1.85585 4.52428 2.20114
H 3.56535 3.16291 0.98359
H 2.81861 1.11645 -0.22245
S -0.56548 3.19579 -1.99212
S -0.28653 3.67202 -3.94900
S 1.76479 3.17647 -4.41356
S 2.44662 1.97000 -3.03608
N 1.40103 -1.70258 -0.00861
N 1.94582 -2.40469 -1.08595
C 1.97973 -1.77647 -2.30598
N 2.41348 -2.50976 -3.35062
N 1.68743 -0.50446 -2.33915
N 1.58818 0.18783 -3.64555
O 2.14307 -0.30578 -4.68059
O 0.28748 0.56772 -3.75895
H 1.99144 -1.82711 0.80088
H 0.43872 -1.96359 0.20854
H 1.79577 -3.40176 -1.12241
H 2.21330 -3.49492 -3.33559
H 2.33868 -1.99822 -4.23402
S -3.89607 -1.88378 1.89494
C -2.58563 -2.15227 0.79485
N -1.41940 -1.79934 1.20874
C -1.49491 -1.27414 2.49432
C -0.41139 -0.75546 3.20546
C -0.63332 -0.22797 4.45785
C -1.92326 -0.20873 5.00978
C -3.00370 -0.70655 4.31167
C -2.77622 -1.23830 3.04200
H -2.76935 -2.55806 -0.19362
H 0.57298 -0.73945 2.75138
H 0.19246 0.19599 5.01532
H -2.07493 0.21718 5.99339
H -4.00106 -0.66527 4.72963
F -2.18682 -0.51750 -2.90333
B -1.71393 -1.86991 -2.94275
F -0.87114 -1.90465 -1.73546
F -2.75189 -2.77003 -2.78333
F -0.93025 -2.13406 -4.03352
*
```

(6)
Density functional theory data (ωB97M-V/def2-TZVPD) for a structure of composition C14H14BiI2N4O4STe.

Largest force on an atom (Eh/bohr): 0.0116
Molar mass (g mol⁻¹): 924.75
Energy above the lowest of the compared OMol25 structures with the same formula, charge and spin (kJ/mol): 148.2
Energy (Ha): -2538.01235
LUMO level (alpha / beta) (eV): 2.071 / 2.071
Gap between HOMO and LUMO (alpha / beta) (eV): 5.9 / 5.9

```
! wB97M-V def2-TZVPD RIJCOSX def2/J DEFGRID3
* xyz -1 1
Bi -0.44760 0.69950 2.19302
I 1.88061 -2.86287 -4.40650
C 0.80936 -2.43452 -2.66485
C 0.96624 -3.23291 -1.54007
C 0.28064 -2.91093 -0.38161
I 0.57424 -4.05629 1.33627
C -0.59629 -1.78975 -0.26882
O -1.24791 -1.49897 0.78306
C -0.66360 -0.97203 -1.44344
C -1.40428 0.32411 -1.33821
N -0.68926 1.29186 -0.49312
C 0.61356 1.67942 -1.00193
C 1.69267 0.72581 -0.53680
C 2.60638 0.13062 -1.39204
C 3.54771 -0.73577 -0.86381
C 3.57670 -0.95912 0.50309
C 2.64446 -0.31163 1.29416
N 1.72208 0.50125 0.77760
C -0.00224 -1.30939 -2.60857
H 1.62253 -4.09227 -1.56054
H -2.38483 0.17842 -0.88339
H -1.54748 0.74055 -2.34506
H -1.29628 2.09934 -0.34461
H 0.84569 2.66564 -0.59110
H 0.63489 1.75602 -2.09686
H 2.54649 0.30778 -2.45787
H 4.24291 -1.24484 -1.51981
H 4.29008 -1.63640 0.95103
H 2.61692 -0.43119 2.37097
H -0.08872 -0.65769 -3.47187
O 1.09138 1.27717 3.58147
N 0.70610 2.30941 4.47920
Te -1.23215 2.31565 4.56676
O -2.92879 2.96622 0.35789
S -2.79677 2.94214 1.83753
N -1.28733 2.75291 2.27289
C -4.22129 0.66629 1.33508
O -3.37125 1.37660 2.23392
H -5.14951 0.42464 1.85490
H -3.71525 -0.25335 1.03453
H -4.44084 1.25856 0.44749
*
```